Entry 1:
23
Properties=species:S:1:pos:R:3:nbo_charge:R:1 method="wB97M-V/def2-TZVPD" fmax_ha_per_bohr=0.0377 smiles=Cc1ccccc1.CC e_tot_ev=-9559.7194 e_above_lowest_kcal_mol=10.7
C -2.16345 -0.79283 1.63202 -0.6128
C -2.13147 0.48640 2.48384 -0.6164
H -2.38276 -1.68249 2.22327 0.2013
H -2.96912 -0.69662 0.91162 0.2008
H -1.26770 -1.02744 1.06942 0.2090
H -2.58838 0.42796 3.46595 0.2090
H -1.07679 0.72327 2.71068 0.2026
H -2.46366 1.33378 1.88096 0.2067
C 1.17204 -2.08859 -0.77987 -0.6463
C 0.50048 -0.09152 -2.03139 -0.2174
C 1.15295 -0.59837 -0.90282 -0.0118
C 0.39961 1.27169 -2.23011 -0.1908
C 1.84207 0.28780 -0.09229 -0.2174
C 1.01907 2.15506 -1.33784 -0.2249
C 1.76558 1.65719 -0.30369 -0.2061
H 0.03955 -0.76341 -2.74420 0.2085
H -0.16728 1.71869 -3.03894 0.2101
H 0.25605 -2.65443 -0.60834 0.2255
H 1.87550 -2.53185 -0.08383 0.2177
H 2.48734 -0.13658 0.66149 0.2102
H 0.93205 3.21233 -1.52454 0.2112
H 2.27547 2.32170 0.37399 0.2126
H 1.49288 -2.53173 -1.73540 0.2186



Entry 2:
52
Properties=species:S:1:pos:R:3:nbo_charge:R:1 method="wB97M-V/def2-TZVPD" fmax_ha_per_bohr=0.1506 e_tot_ev=-37289.9521 e_above_lowest_kcal_mol=103.0
C -2.99535 -2.97659 2.55138 -0.3713
C -1.68435 -3.14125 2.03445 -0.3353
C -0.84927 -2.18616 2.65093 -0.3347
H -1.37973 -3.86659 1.29777 0.2469
C -1.63429 -1.42325 3.54334 -0.3496
C -2.96410 -1.91436 3.47933 -0.3535
H -3.80368 -1.54475 4.04513 0.2317
H -3.86102 -3.55940 2.28248 0.2285
H 0.19631 -2.03413 2.44373 0.2498
H -1.28561 -0.60715 4.15417 0.2459
Pb -2.42771 -1.05453 1.42952 1.0470
C -0.88634 0.15151 0.53015 -1.2366
H -0.33368 0.67359 1.31915 0.2031
H -1.16807 0.91577 -0.20349 0.2104
H -0.16439 -0.49956 0.02437 0.2145
Si 2.02179 2.32681 -1.83465 1.1350
C 2.46563 0.98189 -3.05843 -0.4747
C 2.78216 -0.30680 -2.61951 -0.1335
H 2.79745 -0.52581 -1.55865 0.2072
C 3.09232 -1.31227 -3.52232 -0.2348
H 3.33610 -2.30372 -3.16363 0.2117
C 3.09303 -1.04680 -4.88512 -0.2038
H 3.33670 -1.83056 -5.59056 0.2114
C 2.78531 0.22735 -5.33949 -0.2171
H 2.79003 0.44080 -6.40050 0.2113
C 2.47588 1.23120 -4.43251 -0.1941
H 2.24527 2.22348 -4.80164 0.2109
C 3.14403 2.25683 -0.33831 -0.4759
C 4.51688 2.03861 -0.48471 -0.1356
H 4.93514 1.88238 -1.47193 0.2033
C 5.35585 2.00421 0.61849 -0.2370
H 6.41621 1.83298 0.48566 0.2110
C 4.83587 2.18666 1.89300 -0.2026
H 5.48979 2.15842 2.75492 0.2112
C 3.47523 2.40054 2.05842 -0.2172
H 3.06446 2.53763 3.05032 0.2111
C 2.63873 2.43363 0.95155 -0.1893
H 1.57708 2.59380 1.09657 0.2178
H 0.61947 2.19143 -1.35434 -0.1619
H 2.12745 3.63336 -2.53975 -0.1784
N -3.89888 -1.72960 -0.00565 -0.9077
C -5.02965 -0.80960 -0.02437 -0.2691
C -5.24991 -0.30518 1.38564 -0.2592
N -4.01404 0.33527 1.81059 -0.8971
H -3.49005 -1.80660 -0.96476 0.3924
H -4.24735 -2.67462 0.26517 0.4032
H -4.79774 0.05881 -0.67783 0.2091
H -5.93799 -1.31653 -0.42065 0.2162
H -6.09483 0.41881 1.41993 0.2150
H -5.49112 -1.16054 2.05521 0.2083
H -4.07282 0.60235 2.81941 0.4064
H -3.85223 1.19821 1.24200 0.3995



Entry 3:
65
Properties=species:S:1:pos:R:3:nbo_charge:R:1 method="wB97M-V/def2-TZVPD" charge=+1 fmax_ha_per_bohr=0.0290 e_tot_ev=-155955.0929 e_above_lowest_kcal_mol=47.2
Ga 0.23704 -0.42573 0.30675 1.6652
F 1.69743 2.28694 1.57241 -0.2978
C 2.46097 2.77575 0.59624 0.7767
F 2.27705 4.06967 0.49818 -0.2667
F 3.72428 2.49265 0.82963 -0.2771
S 1.93509 2.00665 -1.04677 2.2176
O 0.64060 1.31901 -0.73757 -1.0385
O 1.89839 3.06141 -1.98374 -0.8182
N 3.00616 0.89359 -1.40983 -1.1297
S 2.70093 -0.48920 -0.76880 2.1636
O 1.54465 -1.21392 -1.31625 -0.9436
O 2.45382 -0.41161 0.68668 -0.9614
C 4.20471 -1.50051 -1.18515 0.8229
F 4.00740 -2.68360 -0.63882 -0.2756
F 5.26794 -0.91813 -0.69529 -0.2607
F 4.25974 -1.58681 -2.49468 -0.2677
O 2.56593 1.27647 8.16376 -1.0017
S 1.71767 0.71817 9.19766 2.4034
O 2.02558 -0.65150 9.56726 -0.9838
O 1.37770 1.60750 10.27895 -0.9695
C 0.15349 0.43400 8.32893 0.1573
N -0.97293 0.19806 9.03052 -0.3612
C -2.05781 -0.12814 8.35713 0.0874
C -2.08524 -0.24272 6.96548 -0.2818
C -0.88485 0.02939 6.34420 0.1237
N 0.21632 0.36711 7.00360 -0.4354
C -0.65227 -0.06220 4.89220 0.1137
C -1.66755 -0.04339 3.92927 -0.2297
C -1.33712 -0.13274 2.60764 0.0635
N -0.04575 -0.22786 2.18914 -0.7299
C 0.95153 -0.23503 3.12045 0.0514
C 0.67635 -0.14440 4.45303 -0.1480
H -2.95190 -0.31820 8.94177 0.2055
H -2.98096 -0.54666 6.44087 0.2146
H -2.70452 0.06686 4.21321 0.2513
H -2.09152 -0.10798 1.83824 0.2004
H 1.96112 -0.30669 2.75425 0.2474
H 1.46791 -0.11133 5.19300 0.3061
C -3.06442 -1.37514 -0.37837 -0.9496
P -1.61720 -0.67707 -1.21654 1.0145
C -2.08857 0.88138 -1.93767 -0.4599
C -3.17378 1.56992 -1.39029 -0.1151
C -3.51487 2.81989 -1.88285 -0.2149
C -2.77431 3.38322 -2.91094 -0.1427
C -1.69052 2.70248 -3.45569 -0.1932
C -1.33703 1.46082 -2.96488 -0.1636
C -1.16925 -1.89857 -2.44704 -0.4259
C -1.40915 -1.69178 -3.80353 -0.1207
C -1.08150 -2.68626 -4.71454 -0.2091
C -0.51403 -3.87276 -4.27810 -0.1551
C -0.28714 -4.08768 -2.92282 -0.1815
C -0.61339 -3.10309 -2.01116 -0.1844
H -3.90294 -1.38176 -1.07521 0.2792
H -3.34536 -0.82007 0.51154 0.2444
H -2.82856 -2.40159 -0.09673 0.2716
H -3.76641 1.13591 -0.59528 0.2086
H -4.35820 3.35063 -1.46265 0.2403
H -3.03988 4.36128 -3.28960 0.2409
H -1.11526 3.14721 -4.25626 0.2426
H -0.47438 0.94886 -3.37161 0.2290
H -1.86836 -0.77747 -4.15209 0.2246
H -1.28025 -2.53422 -5.76669 0.2394
H -0.25085 -4.63890 -4.99507 0.2397
H 0.15063 -5.01646 -2.58315 0.2378
H -0.43493 -3.27845 -0.95392 0.2092



Entry 4:
17
Properties=species:S:1:pos:R:3:nbo_charge:R:1 method="wB97M-V/def2-TZVPD" charge=+1 fmax_ha_per_bohr=0.1483 e_tot_ev=-46288.4346 e_above_lowest_kcal_mol=26.9
C 1.03727 -1.19303 -0.58983 -0.1407
C -0.75420 -0.06658 0.63132 -0.0882
C 1.42521 1.12118 0.22558 -0.4354
C -2.04171 0.33523 0.09437 -0.1111
N 0.44844 -2.19645 0.20947 -0.0804
N -0.52068 -1.93785 0.83231 0.0522
N 0.49729 0.13723 -0.23018 -0.4461
Cl -2.12688 -0.27570 -1.68804 -0.0137
Cl -3.39799 -0.25813 1.04814 0.1541
Cl -1.90273 2.10902 0.02080 0.0572
H 2.17164 -1.00164 -0.40091 0.2563
H 0.93252 -1.64590 -1.64414 0.2954
H -0.72676 0.22858 1.63183 0.2529
H 2.02992 1.41267 -0.63635 0.2452
H 1.01688 2.12172 0.55838 0.2748
H 1.94009 0.53346 1.05199 0.2342
H -0.02830 0.57617 -1.11473 0.4932



Entry 5:
30
Properties=species:S:1:pos:R:3:nbo_charge:R:1 method="wB97M-V/def2-TZVPD" charge=+1 fmax_ha_per_bohr=0.0715 e_tot_ev=-16128.4371 e_above_lowest_kcal_mol=48.1
C 4.23649 -0.19055 -0.07515 -0.1849
C 3.51549 -1.37633 0.22931 -0.1672
C 3.64239 1.07046 -0.01256 -0.1829
C 2.15990 -1.27008 0.35847 -0.2413
C 2.29298 1.19108 0.33540 -0.2952
C 1.53789 -0.00300 0.42426 0.1182
C -0.57127 -0.79189 1.43648 -0.0915
C -1.89001 -1.11409 1.12229 -0.0178
C -0.67926 1.07027 0.11747 0.6698
C -1.74576 1.78194 0.89291 -0.6779
C -2.05874 -1.40366 -1.34304 -0.4235
N 0.14317 0.12644 0.67868 -0.4427
N -0.34257 1.59438 -1.04235 -0.7441
N -2.54416 -0.77485 -0.09422 -0.6866
H 5.31951 -0.26175 -0.38244 0.2379
H 4.09738 -2.28604 0.46282 0.2452
H 4.24188 1.94144 -0.29102 0.2359
H 1.66445 -2.21320 0.23762 0.2442
H 2.12500 2.22354 0.58945 0.2515
H -0.00117 -1.31646 2.21374 0.2391
H -2.28064 -1.79570 1.88730 0.2221
H -2.07103 1.36292 1.80362 0.2628
H -2.57663 1.85093 0.10442 0.2516
H -1.46536 2.78136 1.06976 0.2533
H -1.02245 -1.82298 -1.14211 0.2102
H -2.76608 -2.22323 -1.76531 0.2300
H -2.00476 -0.49266 -2.07388 0.2001
H 0.67429 1.50276 -1.21708 0.4464
H -0.97518 2.24614 -1.49133 0.4355
H -3.55228 -0.96709 0.11534 0.4018